Here is a structure of composition C33H46CdOP2Si from the OMol25 dataset. Energies are from ωB97M-V/def2-TZVPD.

Output
E_LUMO, eV: -0.10
Molar mass, g/mol: 661.2
Kohn-Sham gap, eV: 4.42
Net charge: 0
Relative energy (zero: lowest compared OMol25 entry of this formula, charge and spin), kcal per mole: 0.00

Cartesian coordinates (Å):
P: 5.6111 2.2673 -0.5622
P: 5.1075 -0.9544 -2.6281
C: 6.7216 1.0273 -1.2279
C: 6.4699 0.3275 -2.5685
H: 6.9684 0.3053 -0.4383
H: 7.6183 1.6609 -1.3508
H: 6.3551 1.0838 -3.3599
H: 7.4106 -0.2110 -2.7968
C: 6.0942 -2.3076 -1.9262
H: 5.4638 -3.1775 -1.7473
H: 6.5626 -2.0386 -0.9766
H: 6.8837 -2.5933 -2.6249
C: 5.0341 -1.3159 -4.3893
H: 5.8908 -1.9371 -4.6747
H: 5.0379 -0.3968 -4.9857
H: 4.1125 -1.8671 -4.5913
C: 6.3514 2.6918 0.9888
H: 5.6184 3.0833 1.7026
H: 7.1026 3.4505 0.7469
H: 6.8276 1.7977 1.4092
C: 5.6761 3.6448 -1.7019
H: 5.4690 3.3196 -2.7296
H: 6.7018 4.0270 -1.6383
H: 4.9738 4.4357 -1.4165
Cd: -0.9635 0.4527 -0.4224
C: 3.1535 -1.1970 -1.8304
C: 3.5143 -1.7780 -0.5827
C: 4.3215 -0.9550 0.3088
C: 3.5060 -0.0458 1.3012
C: 3.7435 1.3479 1.0187
C: 3.8870 1.8720 -0.3350
C: 3.3357 1.3394 -1.7040
C: 2.3898 0.1459 -1.6151
C: -1.2101 2.3378 0.5684
H: 2.6768 -1.8100 -2.6327
H: 3.5212 -2.8510 -0.3929
H: 4.9160 -0.2791 -0.3421
H: 5.0456 -1.5290 0.9103
H: 2.4294 -0.2905 1.2294
H: 3.7826 -0.3118 2.3400
H: 3.6080 2.0850 1.8136
H: 3.5358 2.9320 -0.2173
H: 4.1770 1.0961 -2.4013
H: 2.7949 2.1971 -2.1804
H: 1.7997 0.1619 -0.6783
H: 1.6335 0.2817 -2.4023
H: -2.2450 2.6890 0.5339
H: -0.5757 3.0769 0.0729
H: -0.8755 2.2599 1.6072
O: -1.8430 -1.4546 -0.2747
Si: -3.2934 -1.8949 0.2952
C: -4.0708 -3.2571 -0.7170
C: -5.4330 -3.5604 -0.5926
C: -6.0114 -4.5788 -1.3667
C: -5.2229 -5.2909 -2.2825
C: -3.8622 -4.9781 -2.4212
C: -3.2971 -3.9618 -1.6434
C: -3.2443 -2.5368 2.0641
C: -2.7222 -1.7237 3.0719
C: -2.6840 -2.1634 4.3965
C: -3.1467 -3.4416 4.7199
C: -3.6403 -4.2791 3.7134
C: -3.6745 -3.8250 2.3861
C: -4.5091 -0.4755 0.2625
C: -5.0937 0.0529 1.4174
C: -5.8451 1.2319 1.3400
C: -6.0863 1.8389 0.1082
C: -5.5339 1.2843 -1.0548
C: -4.7899 0.1125 -0.9648
H: -6.0596 -3.0187 0.1180
H: -7.0710 -4.8330 -1.2478
H: -5.6658 -6.0900 -2.8821
H: -3.2282 -5.5215 -3.1295
H: -2.2407 -3.7157 -1.7335
H: -2.3530 -0.7296 2.8035
H: -2.3294 -1.4757 5.1602
H: -3.1382 -3.7748 5.7623
H: -4.0348 -5.2700 3.9490
H: -4.0632 -4.4960 1.6077
H: -4.9825 -0.4615 2.3764
H: -6.2638 1.6738 2.2480
H: -6.6559 2.7692 0.0557
H: -5.6957 1.7372 -2.0289
H: -4.4352 -0.3716 -1.8848

Here is a cluster of 10 separate species, C33H46O30 in total from the OMol25 dataset. Energies are from ωB97M-V/def2-TZVPD.

Output
E_LUMO, eV: -0.42
Structure (SMILES): C[C@H]1COC(=O)O1.C[C@H]1COC(=O)O1.C[C@H]1COC(=O)O1.O=C1OCCO1.O=C1OCCO1.O=C1OCCO1.O=C1OCCO1.O=C1OCCO1.O=C1OCCO1.O=C1OCCO1
Molar mass, g/mol: 922.7
Kohn-Sham gap, eV: 9.37
Net charge: 0
Relative energy (zero: lowest compared OMol25 entry of this formula, charge and spin), kcal per mole: 30.15

Cartesian coordinates (Å):
C: -2.4726 0.9352 -2.9318
C: -3.7646 1.7037 -3.0647
C: -4.9480 0.8510 -3.4997
O: -6.0427 1.4814 -2.8907
C: -5.6029 2.1914 -1.8098
O: -6.3091 2.6922 -1.0210
O: -4.2320 2.1334 -1.7856
H: -2.0976 0.5032 -3.8607
H: -2.6754 0.1058 -2.2539
H: -1.6936 1.6086 -2.5706
H: -3.7153 2.5524 -3.7529
H: -4.8545 -0.1931 -3.1861
H: -5.0975 0.9188 -4.5792
C: 1.3454 -1.9777 -2.6441
C: 2.5832 -2.2792 -1.8495
C: 3.5415 -3.3578 -2.4357
O: 4.7980 -2.8101 -1.9993
C: 4.7008 -1.5139 -1.8415
O: 5.6384 -0.7770 -1.6663
O: 3.4213 -1.1132 -1.8702
H: 0.6546 -1.3032 -2.1367
H: 0.7375 -2.8429 -2.9242
H: 1.5778 -1.5475 -3.6211
H: 2.2941 -2.5737 -0.8369
H: 3.5575 -3.3674 -3.5287
H: 3.3661 -4.3892 -2.1442
C: 1.2450 1.6335 -4.0338
C: 2.7258 1.8757 -3.9516
C: 3.6063 1.0928 -4.9249
O: 4.6371 2.0139 -5.2525
C: 4.1743 3.2641 -5.0311
O: 4.6685 4.2613 -5.4483
O: 3.0143 3.2235 -4.3695
H: 0.9346 1.8121 -5.0694
H: 0.6143 2.2644 -3.4082
H: 0.8746 0.6214 -3.8621
H: 3.0884 1.7494 -2.9286
H: 3.0590 0.7415 -5.8055
H: 4.1005 0.2120 -4.5141
O: 2.3062 -1.4781 1.5685
C: 2.6149 -2.2567 2.4271
O: 1.7555 -2.6896 3.3768
C: 2.3914 -3.7206 4.1491
C: 3.8786 -3.3943 3.9231
O: 3.8068 -2.7635 2.6396
H: 2.1754 -3.5915 5.2061
H: 2.0818 -4.6682 3.7115
H: 4.5265 -4.2628 3.9655
H: 4.2165 -2.6051 4.5957
O: -3.3160 -0.3526 5.8016
C: -2.5145 -0.8832 5.0885
O: -2.1672 -0.4072 3.8762
C: -1.2960 -1.3690 3.2700
C: -0.7385 -2.1008 4.4979
O: -1.8403 -1.9808 5.4085
H: -1.9105 -1.9243 2.5555
H: -0.4427 -0.9651 2.7217
H: 0.1367 -1.6680 4.9724
H: -0.6436 -3.1509 4.2220
O: -3.1546 -0.8005 0.0673
C: -2.1289 -0.2466 0.3119
O: -0.9013 -0.6330 -0.1239
C: 0.0300 0.4600 0.0127
C: -0.6388 1.3002 1.0949
O: -2.0093 0.8431 1.0823
H: 1.0084 0.0876 0.2946
H: 0.0306 0.9751 -0.9493
H: -0.7283 2.3477 0.8190
H: -0.2886 1.0559 2.0955
O: 0.3738 -6.7643 -1.5006
C: 0.0664 -5.8573 -0.7833
O: 0.4717 -5.6856 0.4764
C: 0.1854 -4.3692 0.9316
C: -0.7297 -3.8122 -0.2085
O: -0.6366 -4.8049 -1.2010
H: -0.4441 -4.4154 1.8182
H: 1.0829 -3.7666 1.0440
H: -0.2213 -2.8997 -0.5133
H: -1.6931 -3.5572 0.2258
O: -3.1634 3.4346 0.5148
C: -2.2059 4.1244 0.4876
O: -1.4295 4.2993 -0.6029
C: -0.3477 5.1859 -0.3540
C: -0.3817 5.2608 1.1871
O: -1.6358 4.7624 1.5664
H: 0.5787 4.7134 -0.6730
H: -0.3849 6.1912 -0.7714
H: -0.2813 6.3040 1.4850
H: 0.4505 4.6607 1.5560
O: -7.0501 1.0375 5.3185
C: -6.5064 1.2278 4.2722
O: -6.8799 0.6329 3.1207
C: -6.0740 1.1778 2.0833
C: -4.8598 1.6953 2.7834
O: -5.4139 2.0002 4.0845
H: -5.7787 0.3697 1.4112
H: -6.6532 1.9702 1.6060
H: -4.4550 2.5656 2.2659
H: -4.0218 0.9965 2.7812
O: 1.9400 2.7148 1.5611
C: 2.8404 2.0176 1.2172
O: 3.7478 1.5156 2.0785
C: 4.6557 0.6589 1.3926
C: 4.3666 0.9649 -0.0702
O: 3.0766 1.5354 -0.0227
H: 5.6898 0.9426 1.6005
H: 4.5867 -0.3846 1.6861
H: 4.4354 0.0784 -0.7012
H: 5.0066 1.7246 -0.5310

Here is a cluster of 7 separate species, C33H47ClF17IN5O9 in total from the OMol25 dataset. Energies are from ωB97M-V/def2-TZVPD.

Output
E_LUMO, eV: -3.13
Molar mass, g/mol: 1143.1
Kohn-Sham gap, eV: 8.49
Net charge: +1

Cartesian coordinates (Å):
C: -0.5337 4.8502 4.7057
C: -0.0538 3.6385 5.4565
N: 0.1668 3.6990 6.6998
C: 0.1660 2.2914 4.7422
N: 0.1343 2.3279 3.2578
C: -0.8844 1.9072 2.5304
O: -2.0069 1.3809 2.9800
C: -2.8901 2.2340 3.7295
O: -3.1362 1.8856 4.8624
C: -3.4347 3.4765 3.1451
C: -3.0934 3.9945 1.9202
C: -3.6383 5.1585 1.5172
C: -4.5187 5.8419 2.2864
C: -4.8907 5.3183 3.4974
C: -4.3454 4.1487 3.9055
N: -0.6015 2.0011 1.2395
C: 0.6115 2.5117 1.1575
N: 1.2129 2.7483 -0.0025
C: 0.4626 2.3552 -1.2158
C: 0.5495 0.8340 -1.3868
C: -0.2145 0.3039 -2.6078
F: -0.2335 1.2627 -3.5528
F: 0.4838 -0.7416 -3.0892
C: -1.6495 -0.1073 -2.2252
F: -2.1721 0.9793 -1.6043
F: -1.6101 -1.0539 -1.2929
C: -2.6499 -0.4492 -3.3698
F: -3.7332 -0.9970 -2.8057
F: -3.0469 0.7125 -3.8989
C: -2.1639 -1.3234 -4.5502
F: -3.2109 -1.3763 -5.4023
F: -1.1828 -0.7522 -5.2386
C: -1.8576 -2.8039 -4.1964
F: -3.0427 -3.3855 -3.9593
F: -1.1000 -2.9235 -3.1021
C: -1.1460 -3.5962 -5.3374
F: 0.1632 -3.3143 -5.1959
F: -1.4941 -3.1908 -6.5552
C: -1.3886 -5.1372 -5.2718
F: -2.6245 -5.4534 -5.6148
F: -0.5949 -5.6958 -6.2057
C: -1.0066 -5.8240 -3.9336
F: -1.9204 -5.6305 -2.9877
F: -0.9482 -7.1333 -4.1732
F: 0.1857 -5.4511 -3.4831
C: 2.5166 3.3472 -0.1929
C: 3.6995 2.3389 -0.2544
C: 5.0162 3.0547 0.0626
Cl: 3.4205 0.8811 0.7370
N: 1.1203 2.7414 2.4112
C: 2.3664 3.2259 2.9291
C: 2.3463 4.7715 3.0578
O: 1.7227 5.4892 2.3263
I: 3.5523 5.5339 4.6771
H: 0.1225 5.6729 4.9797
H: -0.4869 4.7332 3.6263
H: -1.5547 5.0960 4.9817
H: 0.4939 2.7984 7.0553
H: -0.6010 1.5758 5.0185
H: 1.1184 1.8438 5.0162
H: -2.3969 3.4791 1.2782
H: -3.3841 5.5935 0.5630
H: -4.9488 6.7837 1.9840
H: -5.5983 5.7920 4.1569
H: -4.6244 3.7302 4.8588
H: -0.5566 2.7205 -1.1433
H: 0.8968 2.8391 -2.0817
H: 1.5908 0.5969 -1.5922
H: 0.2609 0.3144 -0.4796
H: 2.5141 3.8340 -1.1636
H: 2.7243 4.1455 0.5114
H: 3.7565 2.0373 -1.2957
H: 4.8413 3.9872 0.6021
H: 5.5246 3.3305 -0.8586
H: 5.7054 2.4083 0.5982
H: 3.2133 3.0002 2.2885
H: 2.6147 2.8314 3.9085
C: -1.7772 -0.8617 7.1868
O: -1.5685 0.5502 7.1571
H: -1.2173 -1.2663 8.0254
H: -2.8364 -1.0882 7.3233
H: -1.4201 -1.3251 6.2632
H: -2.0659 0.9020 6.4148
C: 2.7283 -6.3666 -5.9283
O: 2.6047 -4.9673 -6.1459
H: 3.7491 -6.6756 -6.1377
H: 2.4857 -6.6090 -4.8900
H: 2.0486 -6.8988 -6.5989
H: 1.6895 -4.7491 -5.9542
C: 8.9826 1.6315 1.8941
O: 8.0462 2.1303 0.9366
H: 8.5896 0.7012 2.2946
H: 9.9466 1.4372 1.4205
H: 9.1139 2.3456 2.7102
H: 8.4044 2.9510 0.5885
C: -3.0223 -5.5656 0.1823
O: -1.7166 -5.0229 0.3734
H: -3.5081 -5.6244 1.1523
H: -3.6106 -4.9184 -0.4741
H: -2.9581 -6.5682 -0.2484
H: -1.2956 -4.9754 -0.4883
C: 4.2763 -5.1396 -3.0974
O: 4.7133 -3.7852 -3.1236
H: 4.7441 -5.6339 -2.2495
H: 3.1886 -5.1807 -2.9863
H: 4.5719 -5.6435 -4.0185
H: 4.2914 -3.3682 -3.8803
C: -6.0331 -3.7174 -2.0781
O: -5.6178 -2.8058 -1.0646
H: -6.5114 -4.5640 -1.5928
H: -6.7490 -3.2426 -2.7537
H: -5.1731 -4.0741 -2.6518
H: -5.1982 -2.0608 -1.5012